1.
ORCA calculation (the ωB97M-V functional and the def2-TZVPD basis) on a 15-piece molecular cluster, C89H176N12O10S3 overall.

HOMO-LUMO gap = 8.24 eV
M = 1670.66 g/mol
HOMO level = -7.865 eV
E_LUMO = 0.37 eV
Max |F| = 4.6 eV/Å

The geometry in ORCA input format:
```
! wB97M-V def2-TZVPD RIJCOSX def2/J DEFGRID3
* xyz 0 1
C -1.214 1.134 1.807
C -0.277 0.625 0.669
C -0.441 -0.876 0.472
C 0.218 -1.372 -0.813
C -0.298 -0.651 -2.069
C -0.056 0.889 -1.965
N -0.660 1.344 -0.613
O -0.560 2.653 -0.530
C 1.385 1.349 -2.199
C -0.883 1.579 -3.160
C 1.175 0.900 1.101
H -2.217 0.834 1.741
H -1.219 2.174 1.663
H -0.856 0.766 2.751
H -0.001 -1.413 1.323
H -1.527 -1.108 0.445
H -0.079 -2.406 -1.008
H 1.310 -1.375 -0.701
H -1.372 -0.817 -2.169
H 0.085 -0.971 -3.028
H 2.071 0.891 -1.550
H 1.622 1.208 -3.247
H 1.451 2.458 -2.160
H -0.881 2.705 -3.056
H -0.474 1.245 -4.131
H -1.989 1.414 -3.110
H 1.756 0.369 0.364
H 1.356 0.523 2.092
H 1.424 1.951 1.032
H 0.318 2.962 -0.282
C 0.947 -5.112 -0.489
C 0.653 -6.542 -1.083
C -0.042 -7.482 -0.065
C -1.518 -7.040 0.070
C -2.146 -7.157 -1.291
C -1.568 -6.079 -2.312
N -0.098 -6.323 -2.364
O 0.456 -5.167 -3.024
C -2.143 -6.209 -3.646
C -2.028 -4.709 -1.890
C 2.021 -7.137 -1.438
H 0.027 -4.642 -0.249
H 1.576 -4.564 -1.159
H 1.569 -5.210 0.412
H 0.079 -8.505 -0.379
H 0.451 -7.273 0.881
H -1.633 -6.000 0.415
H -2.016 -7.656 0.843
H -3.183 -6.998 -1.259
H -2.019 -8.193 -1.722
H -2.241 -7.155 -4.129
H -3.172 -5.858 -3.671
H -1.603 -5.603 -4.363
H -1.630 -3.927 -2.540
H -3.113 -4.686 -1.888
H -1.630 -4.423 -0.861
H 2.644 -7.203 -0.547
H 2.609 -6.572 -2.145
H 1.933 -8.171 -1.710
H 0.909 -5.539 -3.772
C 5.609 -0.620 -6.275
C 4.650 -1.442 -5.433
C 4.315 -2.796 -6.103
C 3.485 -3.732 -5.267
C 4.272 -4.003 -3.952
C 4.655 -2.690 -3.225
N 5.363 -1.827 -4.207
O 5.560 -0.610 -3.515
C 3.360 -2.148 -2.674
C 5.621 -2.956 -2.034
C 3.327 -0.590 -5.398
H 5.876 0.379 -5.850
H 5.161 -0.501 -7.244
H 6.533 -1.147 -6.357
H 3.870 -2.643 -7.074
H 5.265 -3.341 -6.340
H 3.371 -4.688 -5.718
H 2.463 -3.405 -5.074
H 5.198 -4.550 -4.295
H 3.650 -4.583 -3.252
H 3.065 -2.571 -1.701
H 3.334 -1.023 -2.571
H 2.552 -2.509 -3.303
H 5.627 -1.965 -1.493
H 5.244 -3.808 -1.451
H 6.667 -3.135 -2.404
H 3.469 0.303 -4.817
H 2.496 -1.225 -5.001
H 3.208 -0.377 -6.434
H 6.427 -0.658 -3.201
C -3.771 -0.998 -1.492
C -5.113 -1.549 -0.990
C -4.752 -2.564 0.170
C -5.988 -3.060 1.037
C -6.615 -1.824 1.537
C -7.058 -0.806 0.462
N -5.857 -0.452 -0.286
O -6.243 0.486 -1.303
C -8.246 -1.330 -0.325
C -7.515 0.524 1.089
C -5.882 -2.268 -2.094
H -3.200 -0.365 -0.811
H -4.027 -0.198 -2.150
H -3.121 -1.727 -1.919
H -4.257 -3.393 -0.364
H -4.000 -2.066 0.830
H -5.528 -3.649 1.863
H -6.552 -3.709 0.423
H -5.963 -1.389 2.257
H -7.465 -2.162 2.143
H -9.092 -1.071 0.276
H -8.322 -0.679 -1.180
H -8.265 -2.446 -0.431
H -6.584 0.924 1.535
H -7.818 1.235 0.416
H -8.173 0.289 1.935
H -6.271 -1.647 -2.871
H -6.657 -2.882 -1.568
H -5.177 -2.965 -2.521
H -5.866 1.337 -1.114
C 2.312 4.451 -3.979
C 2.950 5.090 -5.205
C 4.119 4.109 -5.664
C 3.497 2.853 -6.308
C 2.717 3.357 -7.531
C 1.577 4.237 -7.200
N 2.061 5.320 -6.378
O 1.057 6.205 -6.007
C 1.051 4.865 -8.486
C 0.484 3.323 -6.510
C 3.501 6.452 -4.828
H 2.800 5.019 -3.167
H 2.543 3.378 -3.955
H 1.202 4.728 -3.931
H 4.774 4.541 -6.489
H 4.725 3.803 -4.768
H 2.882 2.316 -5.580
H 4.327 2.159 -6.573
H 2.309 2.444 -8.034
H 3.429 3.823 -8.312
H 0.277 5.614 -8.192
H 1.890 5.225 -9.027
H 0.548 4.177 -9.127
H -0.216 3.979 -6.038
H -0.060 2.778 -7.276
H 0.847 2.679 -5.673
H 3.759 7.060 -5.730
H 4.464 6.347 -4.301
H 2.817 6.892 -4.184
H 0.375 5.832 -5.389
C 3.695 -2.996 2.690
C 4.660 -3.600 3.692
C 4.061 -4.207 4.947
C 3.379 -5.556 4.779
C 4.426 -6.536 4.218
C 5.044 -5.995 2.916
N 5.513 -4.641 3.122
O 6.271 -4.252 1.953
C 6.136 -7.006 2.567
C 4.040 -6.003 1.749
C 5.629 -2.482 4.132
H 4.148 -2.927 1.642
H 3.457 -1.922 3.017
H 2.702 -3.400 2.625
H 4.814 -4.241 5.753
H 3.357 -3.422 5.274
H 2.443 -5.595 4.177
H 3.040 -5.914 5.691
H 3.968 -7.469 3.988
H 5.245 -6.693 4.947
H 5.725 -7.976 2.330
H 6.757 -6.779 1.646
H 6.882 -7.106 3.402
H 3.692 -6.986 1.620
H 3.221 -5.326 1.892
H 4.502 -5.866 0.828
H 5.094 -1.758 4.800
H 6.098 -1.908 3.322
H 6.481 -2.841 4.787
H 5.647 -4.191 1.226
C -4.031 0.985 3.934
C -4.557 0.969 5.331
C -5.555 -0.152 5.546
C -5.940 -0.422 7.070
C -4.669 -0.549 7.899
C -3.644 0.524 7.740
N -3.445 0.600 6.276
O -2.284 1.306 6.078
C -4.015 1.780 8.468
C -2.336 0.016 8.469
C -5.204 2.371 5.636
H -4.841 0.914 3.205
H -3.233 0.223 3.740
H -3.541 1.983 3.754
H -6.491 0.027 5.044
H -5.086 -1.069 5.118
H -6.568 -1.324 7.076
H -6.567 0.391 7.435
H -4.248 -1.517 7.723
H -4.993 -0.567 8.967
H -3.501 2.686 8.128
H -5.139 1.934 8.381
H -3.775 1.667 9.542
H -1.844 -0.822 8.024
H -1.575 0.712 8.547
H -2.666 -0.268 9.473
H -4.434 3.106 5.945
H -5.951 2.506 6.382
H -5.705 2.673 4.668
H -2.369 2.236 6.365
N 0.251 0.309 5.818
C 1.235 -0.444 5.239
C 2.461 -0.074 5.821
C 2.129 1.009 6.740
C 0.789 1.204 6.639
H -0.745 0.149 5.797
H 0.884 -1.212 4.594
H 3.471 -0.327 5.576
H 2.803 1.475 7.510
H 0.017 1.795 7.165
N -2.153 -2.143 4.547
C -1.399 -2.999 5.265
C -0.581 -3.701 4.361
C -0.981 -3.263 3.078
C -1.984 -2.340 3.192
H -3.007 -1.673 4.879
H -1.446 -2.995 6.347
H 0.207 -4.439 4.653
H -0.421 -3.468 2.182
H -2.389 -1.680 2.426
N 6.749 1.291 0.054
C 6.517 1.807 -1.226
C 5.193 1.533 -1.523
C 4.647 0.827 -0.389
C 5.633 0.686 0.551
H 7.615 1.224 0.519
H 7.211 2.313 -1.834
H 4.642 1.714 -2.413
H 3.663 0.425 -0.238
H 5.581 0.312 1.542
N -1.613 5.496 -0.509
C -0.863 6.471 -1.026
C -1.028 7.627 -0.266
C -1.885 7.322 0.796
C -2.243 6.026 0.590
H -1.642 4.538 -0.781
H -0.421 6.374 -2.015
H -0.488 8.486 -0.447
H -2.203 7.959 1.612
H -2.932 5.403 1.150
N -3.616 2.336 -0.516
C -4.017 2.928 -1.665
C -5.229 3.540 -1.497
C -5.605 3.362 -0.177
C -4.567 2.665 0.478
H -2.647 2.109 -0.403
H -3.526 2.782 -2.604
H -5.710 4.248 -2.241
H -6.547 3.732 0.169
H -4.423 2.339 1.488
C 4.079 4.854 0.262
S 2.455 5.487 -0.335
O 1.489 4.523 0.253
C 2.351 6.942 0.688
H 4.148 5.134 1.304
H 4.916 5.331 -0.331
H 4.047 3.735 0.199
H 1.332 7.397 0.717
H 3.006 7.770 0.290
H 2.567 6.582 1.742
C -2.651 5.459 4.524
S -1.313 4.869 5.541
O -1.941 4.018 6.574
C -0.661 3.671 4.342
H -2.282 6.131 3.791
H -3.320 5.986 5.135
H -3.206 4.651 4.027
H -1.536 3.051 3.982
H 0.044 2.972 4.884
H -0.177 4.085 3.456
C -3.626 7.292 -5.192
S -1.970 7.502 -4.336
O -1.340 6.131 -4.343
C -1.230 8.514 -5.621
H -3.828 8.032 -5.968
H -4.311 7.451 -4.391
H -3.675 6.345 -5.702
H -1.754 9.414 -5.579
H -1.338 8.010 -6.585
H -0.172 8.638 -5.374
*
```



2.
ORCA calculation (the ωB97M-V functional and the def2-TZVPD basis) on C8Cl5F6NO4PtS2 as an isolated structure.

HOMO-LUMO gap = 8.63 eV
M = 724.56 g/mol
HOMO level = -9.563 eV
E_LUMO = -0.94 eV
Max |F| = 0.5 eV/Å
ΔE to the lowest compared entry with this formula, charge and spin = 0.190 eV

The geometry in ORCA input format:
```
! wB97M-V def2-TZVPD RIJCOSX def2/J DEFGRID3
* xyz 0 1
Pt 0.192 0.132 -0.130
F -3.303 -2.006 -2.462
C -2.982 -0.726 -2.582
F -3.729 -0.167 -3.523
F -3.211 -0.110 -1.420
S -1.208 -0.542 -3.058
O -0.962 0.860 -3.086
O -0.982 -1.381 -4.181
N -0.576 -1.186 -1.672
S 0.806 -1.992 -1.655
O 1.328 -2.569 -2.834
O 1.707 -1.085 -0.868
C 0.422 -3.384 -0.495
F -0.382 -4.233 -1.114
F -0.158 -2.948 0.613
F 1.567 -3.980 -0.194
Cl 3.460 0.338 1.681
C 2.113 1.334 2.078
C 0.945 1.221 1.349
C -0.095 2.033 1.721
Cl -1.456 1.628 0.650
C -0.103 2.955 2.737
Cl -1.495 3.890 3.076
C 1.090 3.063 3.458
Cl 1.188 4.194 4.746
C 2.186 2.257 3.131
Cl 3.638 2.402 4.034
*
```



3.
ORCA calculation (the ωB97M-V functional and the def2-TZVPD basis) on C8H10 as an isolated structure.

HOMO-LUMO gap = 4.82 eV
M = 106.17 g/mol
HOMO level = -6.061 eV
E_LUMO = -1.24 eV
Max |F| = 4.2 eV/Å
ΔE to the lowest compared entry with this formula, charge and spin = 12.425 eV

The geometry in ORCA input format:
```
! wB97M-V def2-TZVPD RIJCOSX def2/J DEFGRID3
* xyz 0 1
C 0.063 0.703 -2.799
C 0.719 -0.436 -2.012
C -0.704 0.634 1.468
C -0.586 -0.314 0.312
C 0.725 -0.269 -0.512
C 0.440 -1.323 0.426
C 0.225 0.856 2.416
C -0.907 0.005 2.833
H -0.529 -0.261 -2.485
H 0.597 0.940 -3.715
H -0.356 1.543 -2.257
H 1.454 -0.995 -2.569
H -1.522 -0.485 -0.235
H -0.678 -1.041 3.044
H 1.449 0.507 -0.255
H 0.313 -2.361 0.154
H 0.772 1.773 2.588
H -1.476 0.525 3.599
*
```



4.
ORCA calculation (the ωB97M-V functional and the def2-TZVPD basis) on C8H10AlCl2NO2 as an isolated structure.

HOMO-LUMO gap = 8.78 eV
M = 250.06 g/mol
HOMO level = -17.240 eV
E_LUMO = -8.46 eV
Max |F| = 13.3 eV/Å
ΔE to the lowest compared entry with this formula, charge and spin = 13.396 eV

The geometry in ORCA input format:
```
! wB97M-V def2-TZVPD RIJCOSX def2/J DEFGRID3
* xyz 2 1
Al 1.027 -0.197 -0.721
C -2.319 -0.047 1.665
C -0.818 -0.011 1.501
C -0.294 -1.305 1.451
C 1.111 -1.107 1.403
C 1.885 -0.125 1.124
C 1.015 1.275 1.369
C -0.242 1.126 1.176
H -2.511 -0.045 3.077
H -3.060 -0.882 1.018
H -3.169 0.773 1.305
H -0.959 -2.047 1.501
H 1.605 -1.892 1.271
H 2.819 -0.075 1.269
H 1.108 2.355 1.103
H -0.958 2.261 1.689
Cl 2.503 0.306 -1.994
C 1.112 1.018 -2.784
Cl -0.092 1.721 -1.750
H 0.702 0.675 -3.878
H 1.595 2.187 -3.299
O -0.684 -2.176 -3.578
N -1.039 -2.566 -2.340
O -0.337 -1.221 -1.577
*
```



5.
ORCA calculation (the ωB97M-V functional and the def2-TZVPD basis) on C8H10AlN2S as an isolated structure.

HOMO-LUMO gap = 7.41 eV
M = 193.23 g/mol
HOMO level = -4.206 eV
E_LUMO = 3.20 eV
Max |F| = 5.4 eV/Å
ΔE to the lowest compared entry with this formula, charge and spin = 0.155 eV

The geometry in ORCA input format:
```
! wB97M-V def2-TZVPD RIJCOSX def2/J DEFGRID3
* xyz -1 1
C -0.333 0.948 -1.771
C 1.042 1.310 -1.664
C 1.230 2.032 -0.451
C -0.020 2.154 0.208
C -1.023 1.481 -0.602
Al -0.359 -0.374 0.218
N -1.895 -1.250 -0.231
C -0.354 -2.262 -0.271
C 1.006 -1.672 -0.214
H 2.157 2.500 -0.135
H 1.800 1.155 -2.429
H -0.232 2.768 1.080
H -2.103 1.601 -0.503
H -0.820 0.537 -2.653
H 1.518 -1.624 -1.174
H -0.493 -3.026 0.510
H -2.327 -1.643 0.622
H 1.624 -2.059 0.595
H -0.480 -2.754 -1.245
S 0.180 0.152 4.811
C 0.011 0.053 3.242
N -0.127 -0.028 2.056
*
```



6.
ORCA calculation (the ωB97M-V functional and the def2-TZVPD basis) on a 2-piece molecular cluster, C8H10BClO2 overall.

HOMO-LUMO gap = 8.82 eV
Structure (SMILES) = C=C(B(O)O)c1ccccc1.Cl
M = 184.43 g/mol
HOMO level = -8.471 eV
E_LUMO = 0.35 eV
Max |F| = 4.7 eV/Å
ΔE to the lowest compared entry with this formula, charge and spin = 1.380 eV

The geometry in ORCA input format:
```
! wB97M-V def2-TZVPD RIJCOSX def2/J DEFGRID3
* xyz 0 1
C -0.478 -0.096 2.308
C -0.715 0.247 1.036
B -2.099 0.858 0.459
O -2.753 1.939 0.993
O -2.718 0.296 -0.667
C 0.382 0.124 0.140
C 0.585 1.221 -0.833
C 1.733 1.239 -1.591
C 2.681 0.208 -1.467
C 2.517 -0.780 -0.515
C 1.361 -0.874 0.186
H 0.399 -0.581 2.561
H -1.245 -0.142 3.128
H -3.451 2.086 0.330
H -2.616 -0.597 -1.059
H -0.248 1.837 -0.926
H 1.882 2.009 -2.371
H 3.585 0.211 -2.057
H 3.155 -1.564 -0.539
H 1.076 -1.658 0.940
Cl -1.337 -2.807 -0.631
H -1.697 -3.175 0.572
*
```



7.
ORCA calculation (the ωB97M-V functional and the def2-TZVPD basis) on C8H10Br3F3O3Zn as an isolated structure.

HOMO-LUMO gap = 1.48 eV
M = 516.26 g/mol
HOMO level = -14.675 eV
E_LUMO = -13.19 eV
Max |F| = 3.4 eV/Å

The geometry in ORCA input format:
```
! wB97M-V def2-TZVPD RIJCOSX def2/J DEFGRID3
* xyz 2 1
O -0.323 2.482 1.259
C -0.267 1.348 1.504
O -1.293 0.508 1.230
C -1.874 0.879 -0.052
C -2.660 -0.332 -0.602
C -3.898 -0.646 0.263
Br -5.198 0.803 0.030
O 0.883 0.878 2.057
C 1.183 -0.496 1.780
C 1.279 -0.810 0.287
C 2.578 -0.329 -0.361
F 3.638 -1.015 0.039
Br 2.955 1.595 0.023
C 2.445 -0.431 -1.918
F 3.611 0.029 -2.448
F 1.517 0.411 -2.339
Br 2.144 -2.224 -2.540
H -2.550 1.737 0.026
H -1.099 1.103 -0.801
H -1.939 -1.170 -0.602
H -2.932 -0.180 -1.654
H -4.355 -1.569 -0.112
H -3.589 -0.745 1.306
H 0.509 -1.180 2.312
H 2.174 -0.683 2.221
H 1.275 -1.908 0.186
H 0.443 -0.452 -0.325
Zn 5.343 2.397 -0.767
*
```



8.
ORCA calculation (the ωB97M-V functional and the def2-TZVPD basis) on C8H10CaFMgNO8 as an isolated structure.

HOMO-LUMO gap = 1.50 eV
M = 331.55 g/mol
HOMO level = -11.759 eV
E_LUMO = -10.26 eV
Max |F| = 9.8 eV/Å

The geometry in ORCA input format:
```
! wB97M-V def2-TZVPD RIJCOSX def2/J DEFGRID3
* xyz 2 1
O 2.499 -2.738 0.410
C 1.868 -1.911 -0.430
F 2.558 -1.474 -1.699
N 0.498 -1.309 -0.191
C -0.595 -2.376 -0.131
O -0.382 -3.674 0.170
C -2.128 -1.825 -0.510
O -2.806 -2.388 -1.513
O -2.643 -0.674 0.279
H 0.473 -0.685 0.651
C -3.039 1.176 3.377
C -2.168 2.287 3.866
O -0.861 1.766 3.714
C -0.928 0.800 2.752
O 0.043 0.260 2.248
O -2.223 0.516 2.427
H -3.958 1.541 2.912
H -3.299 0.468 4.171
H -2.262 3.191 3.256
H -2.364 2.541 4.912
Ca -0.558 -2.698 2.361
C 3.383 0.461 -3.789
C 3.301 1.711 -4.684
O 3.613 2.749 -3.926
H 2.677 0.512 -2.950
H 3.131 -0.431 -4.374
H 4.391 0.313 -3.383
H 2.298 1.675 -5.138
H 3.939 1.485 -5.552
Mg -4.458 -1.268 0.762
*
```



Number 1: E_tot -165995.45037 eV. Number 2: E_tot -121808.01213 eV. Number 3: E_tot -8445.84474 eV. Number 4: E_tot -45652.46355 eV. Number 5: E_tot -28871.54486 eV. Number 6: E_tot -25753.62800 eV. Number 7: E_tot -281276.20876 eV. Number 8: E_tot -52902.89252 eV.